# C3H3F3O

C3H3F3O in the gas phase in a non-equilibrium geometry (ωB97M-V with the def2-TZVPD basis set, the OMol25 dataset).

Last column: Löwdin charge in e.
Cartesian coordinates (Å):
C 1.36460 -0.41124 0.36416  -0.18
C 0.20750 0.55911 -0.38943  0.01
C -1.02589 -0.14055 -0.09151  -0.69
O 2.02854 -1.11632 -0.28831  0.12
F -2.09102 0.72582 -0.30384  0.08
F -1.31975 -1.15819 -0.76365  0.24
F -1.07539 -0.52767 1.24245  0.09
H 1.28926 -0.26376 1.41419  0.11
H 0.16507 1.52767 0.14923  0.14
H 0.45708 0.80513 -1.33329  0.09

Computed properties:
Structure (SMILES): O=CCC(F)(F)F
E in a.u.: -490.924282
Orbital gap in eV: 11.179
Charge: 0